# C37H83N4O

5 unconnected molecules or ions with the total composition C37H83N4O (ωB97M-V/def2-TZVPD, the Open Molecules 2025 dataset).

XYZ file:
```
125
Properties=species:S:1:pos:R:3:forces:R:3:mulliken_charge:R:1
C 0.892787 -0.361800 0.338778 -0.3 -0.2 -0.5 -0.29
O 0.059912 0.641217 -0.068028 0.0 0.2 0.1 -0.12
H 1.072095 -0.368624 1.433936 0.2 -0.1 0.1 0.11
H 0.506969 -1.397193 0.097580 0.0 0.1 0.2 -0.69
H 1.889311 -0.392921 -0.169181 0.0 0.2 0.2 0.23
C -0.866370 -3.578717 2.982676 -0.2 0.0 -0.2 -1.05
C -0.857609 -4.705966 1.955867 0.9 -0.1 -0.5 -0.40
C 0.505470 -4.752095 1.233934 0.6 0.7 0.1 0.35
C 0.759204 -6.075490 0.536964 -0.1 -0.1 0.3 -0.92
N 2.102070 -6.268025 -0.126866 -0.2 0.2 0.0 0.18
C 3.251116 -6.246722 0.852096 0.3 0.0 -0.8 -0.52
C 4.476326 -6.092716 -0.047158 -0.1 0.1 0.3 -0.74
C 3.984895 -5.171880 -1.182335 0.2 -0.3 -0.4 -0.63
C 2.444617 -5.190418 -1.120040 0.6 0.2 0.4 -0.21
C 2.071864 -7.583795 -0.831019 -0.6 -0.1 0.0 -0.97
H -1.735920 -3.651238 3.634075 0.0 0.1 0.0 0.44
H -0.896418 -2.611036 2.472077 0.0 0.0 0.0 -0.04
H 0.039162 -3.582660 3.589511 -0.1 -0.1 0.1 0.43
H -1.600640 -4.534684 1.174282 -0.3 -0.2 0.2 0.13
H -1.018226 -5.690563 2.396226 -0.3 0.1 0.2 0.55
H 1.299581 -4.547574 1.960684 -0.1 -0.3 0.1 0.28
H 0.582452 -3.892376 0.558538 -0.2 -0.2 -0.2 -0.30
H 0.008633 -6.275582 -0.228108 0.0 0.0 0.0 0.33
H 0.701221 -6.862268 1.292898 -0.1 -0.1 -0.2 0.40
H 3.227597 -7.174899 1.413491 0.0 0.2 0.4 0.43
H 3.162275 -5.342778 1.445404 -0.3 -0.2 0.3 0.33
H 4.832035 -7.060170 -0.391181 0.0 0.0 -0.1 0.34
H 5.275435 -5.629545 0.525303 0.1 -0.1 -0.1 0.41
H 4.357260 -5.493200 -2.153780 0.0 -0.1 0.0 0.30
H 4.348217 -4.157357 -1.037834 -0.1 0.0 0.0 0.39
H 1.942611 -5.396571 -2.059143 -0.1 0.1 0.0 0.44
H 2.136762 -4.242789 -0.693729 -0.4 0.0 -0.1 -0.05
H 1.893977 -8.370057 -0.100726 0.3 0.0 0.0 0.36
H 2.981278 -7.735046 -1.398883 0.1 -0.1 0.1 0.43
H 1.210490 -7.581632 -1.497185 0.1 0.1 -0.1 0.38
C 6.664659 6.329630 -1.496386 0.2 0.5 -0.1 -1.36
C 5.160737 6.208496 -1.655570 -0.3 -0.4 0.0 -0.44
C 4.641980 4.802240 -1.327620 -0.6 -0.1 -0.5 -0.37
C 3.114140 4.813015 -1.364951 0.5 0.0 0.2 -1.13
N 2.458292 3.488382 -1.060536 -0.7 0.5 -0.3 0.77
C 2.566180 2.560044 -2.234800 0.5 -0.5 0.3 -0.44
C 1.439578 2.890048 -3.186863 -0.5 -0.8 -0.3 -0.58
C 0.404991 3.676495 -2.356428 0.9 0.9 -0.5 -0.63
C 0.977876 3.735327 -0.945412 -0.9 -0.7 0.2 0.18
C 2.935735 2.856800 0.178184 0.5 -0.5 0.1 -1.02
H 6.992963 7.326652 -1.796764 0.0 0.0 0.0 0.40
H 7.213236 5.632304 -2.129273 -0.1 -0.2 0.1 0.34
H 6.974954 6.205865 -0.458626 0.0 -0.2 0.0 0.35
H 4.866269 6.398532 -2.691990 0.1 0.2 0.0 0.35
H 4.626829 6.938153 -1.041097 0.2 0.1 0.0 0.36
H 4.962883 4.437591 -0.352718 0.3 0.2 0.0 0.40
H 5.010724 4.131660 -2.109196 0.2 -0.1 0.2 0.29
H 2.726809 5.103086 -2.340775 0.1 0.1 0.0 0.38
H 2.750804 5.515207 -0.614555 -0.1 0.0 0.0 0.41
H 2.422665 1.560994 -1.822129 0.0 0.0 0.0 0.18
H 3.575236 2.617112 -2.635366 0.0 0.1 -0.1 0.38
H 1.048327 1.927610 -3.524716 -0.2 0.1 0.0 0.29
H 1.730857 3.384338 -4.110544 0.2 0.3 0.2 0.40
H -0.596435 3.265550 -2.396588 0.0 -0.1 0.1 0.22
H 0.394427 4.690856 -2.761299 -0.4 -0.1 0.0 0.38
H 0.557210 2.915028 -0.352774 0.1 -0.1 0.0 -0.66
H 0.796651 4.686321 -0.453905 0.1 0.1 0.1 0.51
H 2.910225 3.587226 0.983300 0.0 0.0 0.1 0.47
H 3.944344 2.474613 0.030352 0.1 0.3 0.1 0.52
H 2.298989 1.994744 0.382061 -0.2 0.1 0.0 -0.08
C -7.636422 -2.615088 -2.475682 -0.7 -0.4 -0.3 -1.42
C -6.221243 -2.689208 -3.024157 -0.1 0.6 0.5 -0.37
C -5.242987 -1.914345 -2.132242 0.3 0.2 -0.2 -0.47
C -3.829475 -2.028907 -2.690854 -0.4 -0.5 -0.1 -1.04
N -2.735110 -1.485774 -1.811822 0.4 -0.4 0.2 1.01
C -3.044563 -0.133053 -1.249661 0.1 0.4 0.7 -0.29
C -2.807021 0.829292 -2.403039 -0.4 -0.5 -0.2 -0.31
C -1.660611 0.181961 -3.180646 0.7 0.1 -0.6 0.16
C -1.504838 -1.229502 -2.618726 0.7 0.3 -0.4 -0.42
C -2.416756 -2.483634 -0.761153 -0.1 0.0 0.6 -1.20
H -8.023831 -1.603647 -2.347131 0.3 0.1 0.1 0.36
H -7.758072 -3.167898 -1.542401 0.2 0.2 0.1 0.35
H -8.336583 -3.083534 -3.173809 0.1 0.0 0.0 0.41
H -6.203171 -2.227578 -4.013767 0.1 -0.3 -0.1 0.32
H -5.916518 -3.735123 -3.073351 0.1 0.0 -0.3 0.33
H -5.303170 -2.294229 -1.108408 0.0 0.0 0.0 0.31
H -5.507546 -0.854015 -2.115669 -0.3 -0.1 0.1 0.34
H -3.760001 -1.551406 -3.667484 0.0 0.1 0.1 0.59
H -3.606980 -3.089118 -2.831189 0.2 0.1 -0.1 0.33
H -2.316541 0.067615 -0.457477 0.3 -0.2 -0.2 -0.56
H -4.028622 -0.130373 -0.790372 -0.1 0.0 -0.2 0.59
H -2.586783 1.824207 -2.036931 0.0 0.1 0.0 0.17
H -3.688561 0.866391 -3.045791 -0.1 0.2 0.1 0.37
H -0.704903 0.685253 -3.034889 -0.1 0.1 0.2 -0.66
H -1.815521 0.183238 -4.259929 -0.3 0.0 0.1 0.59
H -0.631825 -1.236628 -1.963821 -0.3 0.0 0.3 -0.19
H -1.348426 -2.009675 -3.362960 -0.4 0.0 0.0 0.50
H -2.000678 -3.377108 -1.220451 -0.1 0.0 -0.1 0.54
H -3.323260 -2.725671 -0.211080 0.0 -0.1 0.0 0.41
H -1.678232 -2.078665 -0.068351 0.0 0.2 -0.1 0.10
C -3.541136 2.876118 0.513572 -0.4 0.1 0.3 -0.58
C -3.070251 4.008388 1.425871 -0.1 0.0 0.1 -0.89
C -2.572130 3.488169 2.771073 -0.2 -0.2 0.2 -1.07
C -1.132049 3.062784 2.600214 0.5 -0.4 0.1 -0.11
N -0.585557 2.145841 3.682865 -0.1 0.4 0.4 0.46
C -0.863013 2.673980 5.055449 0.3 0.3 0.7 -0.64
C 0.075367 3.857290 5.174866 -0.2 0.2 0.2 -0.66
C 1.366727 3.299367 4.557741 0.0 0.0 0.3 -0.65
C 0.919169 2.188856 3.596541 0.2 -0.1 -0.7 -0.04
C -1.126601 0.783851 3.528246 -0.2 0.0 -0.3 -1.14
H -3.686077 3.247980 -0.499892 0.2 -0.2 -0.1 0.48
H -4.513848 2.496902 0.843306 0.0 0.2 0.1 0.40
H -2.885066 2.004028 0.553093 0.3 0.2 -0.3 -0.16
H -3.891524 4.708327 1.573912 0.0 0.0 0.0 0.43
H -2.250601 4.580918 0.979767 -0.1 0.0 -0.2 0.32
H -3.206712 2.659163 3.099782 0.0 0.0 -0.1 0.44
H -2.658478 4.239376 3.557657 0.1 0.1 -0.1 0.46
H -0.478485 3.934217 2.602666 -0.1 0.1 -0.1 0.66
H -0.923381 2.489842 1.685571 -0.3 0.2 0.0 -0.44
H -0.538358 1.924435 5.780855 -0.1 -0.2 -0.2 0.52
H -1.917380 2.864759 5.225542 -0.1 0.0 -0.2 0.44
H 0.231265 4.169683 6.205559 -0.1 -0.2 0.1 0.51
H -0.341333 4.734000 4.676522 0.2 0.0 -0.2 0.26
H 1.952912 2.825177 5.345099 0.0 0.1 0.0 0.38
H 1.985600 4.089524 4.139771 0.0 -0.2 -0.3 0.34
H 1.306624 1.202599 3.844493 -0.1 0.0 0.3 0.46
H 1.160393 2.326077 2.540964 0.0 0.1 0.1 -0.27
H -0.720255 0.173094 4.327577 0.0 -0.2 -0.1 0.48
H -0.861902 0.427212 2.532207 0.1 -0.1 0.0 0.19
H -2.208208 0.847538 3.610261 0.0 -0.1 0.1 0.42
```
Forces are in eV/Å.

Computed properties:
HOMO energy in eV: -13.88
Net charge: +3
LUMO in eV: -5.80
Total energy in Eh: -1752.9344
Max |F| in eV/A: 1.35
Molar mass in g mol⁻¹: 600.10